{
  "formula": "C43H58N4O8P3S2SeW",
  "method": "ωB97M-V with the def2-TZVPD basis set",
  "mol_weight_g_mol": 1178.81,
  "e_lumo_ev": [-1.10, -1.14],
  "homo_lumo_gap_ev": [5.83, 5.77],
  "total_charge": 0,
  "multiplicity": 2,
  "largest_force_ha_per_bohr": 0.0261,
  "e_homo_ha": [-0.255, -0.254],
  "species": ["W", "C", "C", "C", "C", "C", "C", "C", "C", "C", "C", "C", "C", "N", "C", "C", "N", "C", "C", "C", "C", "C", "C", "C", "C", "C", "C", "C", "C", "C", "C", "C", "C", "C", "C", "C", "C", "C", "C", "H", "H", "H", "H", "H", "H", "H", "H", "H", "H", "H", "H", "H", "H", "H", "H", "H", "H", "H", "H", "H", "H", "H", "H", "H", "H", "H", "H", "H", "H", "H", "H", "H", "H", "H", "H", "H", "H", "H", "H", "N", "C", "C", "P", "O", "O", "O", "P", "O", "O", "O", "H", "H", "H", "H", "H", "H", "H", "H", "C", "C", "O", "P", "S", "S", "O", "C", "C", "H", "H", "H", "H", "H", "H", "H", "H", "H", "H", "Se", "C", "N"],
  "positions_angstrom": [[-0.545, 1.179, -0.317], [3.890, 3.045, 3.156], [2.723, 2.543, 2.307], [2.251, 3.656, 1.376], [1.607, 1.924, 3.147], [1.543, 2.220, 4.502], [0.672, 1.566, 5.354], [-0.115, 0.544, 4.867], [-0.111, 0.214, 3.512], [-0.841, -1.052, 3.085], [-2.309, -1.109, 3.509], [-0.110, -2.278, 3.649], [0.702, 0.962, 2.648], [0.745, 0.598, 1.244], [1.792, -0.179, 0.915], [1.861, -0.532, -0.405], [0.824, -0.092, -1.166], [0.810, -0.781, -2.454], [0.237, -2.070, -2.530], [0.211, -2.677, -3.782], [0.776, -2.092, -4.903], [1.400, -0.869, -4.783], [1.436, -0.193, -3.563], [2.222, 1.102, -3.506], [1.827, 2.055, -4.637], [3.731, 0.839, -3.556], [-0.285, -2.974, -1.400], [0.819, -3.887, -0.846], [-1.037, -2.366, -0.225], [3.043, -1.385, -0.633], [3.621, -2.050, -1.678], [4.793, -2.819, -1.435], [5.357, -2.932, -0.193], [4.765, -2.264, 0.915], [5.207, -2.301, 2.265], [4.512, -1.625, 3.234], [3.344, -0.868, 2.945], [2.907, -0.811, 1.651], [3.631, -1.513, 0.654], [4.717, 3.317, 2.498], [4.248, 2.287, 3.856], [3.621, 3.939, 3.725], [3.128, 1.749, 1.684], [1.679, 4.410, 1.919], [1.626, 3.268, 0.581], [3.109, 4.150, 0.914], [2.198, 2.978, 4.911], [0.638, 1.833, 6.403], [-0.736, -0.027, 5.548], [-0.791, -1.121, 2.003], [-2.406, -1.005, 4.593], [-2.737, -2.077, 3.238], [-2.902, -0.339, 3.030], [-0.241, -2.349, 4.732], [0.961, -2.240, 3.439], [-0.511, -3.192, 3.202], [-0.249, -3.656, -3.869], [0.744, -2.601, -5.858], [1.880, -0.424, -5.646], [2.010, 1.589, -2.563], [2.218, 1.710, -5.598], [2.242, 3.048, -4.451], [0.745, 2.155, -4.727], [3.999, 0.271, -4.452], [4.078, 0.283, -2.685], [4.271, 1.788, -3.587], [-0.989, -3.635, -1.915], [1.479, -3.354, -0.162], [1.431, -4.319, -1.640], [0.356, -4.705, -0.287], [-0.390, -1.717, 0.357], [-1.358, -3.175, 0.439], [-1.919, -1.804, -0.516], [3.208, -2.016, -2.678], [5.245, -3.340, -2.270], [6.247, -3.533, -0.048], [6.093, -2.868, 2.526], [4.858, -1.665, 4.259], [2.828, -0.354, 3.748], [-4.121, 4.033, 1.727], [-3.127, 2.976, 2.177], [-3.416, 2.515, 3.591], [-3.263, 1.758, 0.817], [-4.734, 1.183, 1.078], [-3.205, 2.607, -0.406], [-2.214, 0.647, 0.919], [-1.410, 3.705, 2.011], [-1.832, 5.050, 1.262], [-0.844, 3.919, 3.345], [-0.702, 2.779, 1.029], [-4.030, 4.071, 0.694], [-3.877, 4.949, 2.100], [-5.071, 3.771, 1.981], [-4.416, 2.080, 3.673], [-3.295, 3.336, 4.299], [-2.685, 1.758, 3.867], [-4.980, 0.544, 0.385], [-1.116, 5.448, 0.711], [-6.352, -2.400, -0.608], [-5.302, -3.212, -1.333], [-5.024, -2.642, -2.623], [-3.515, -2.075, -2.873], [-3.758, -0.179, -1.829], [-1.822, 0.426, -2.179], [-3.710, -1.569, -4.386], [-2.705, -1.908, -5.369], [-1.963, -0.665, -5.799], [-6.630, -2.895, 0.324], [-7.242, -2.293, -1.227], [-5.977, -1.405, -0.368], [-5.657, -4.227, -1.509], [-4.381, -3.278, -0.742], [-3.236, -2.369, -6.201], [-2.015, -2.646, -4.947], [-2.656, 0.075, -6.199], [-1.235, -0.918, -6.574], [-1.428, -0.225, -4.957], [-0.215, 3.097, -1.974], [0.226, 4.606, -1.025], [0.396, 5.583, -0.432]]
}



{
  "formula": "C3H3P",
  "method": "ωB97M-V with the def2-TZVPD basis set",
  "relative_energy_kcal_mol": 64.2,
  "mol_weight_g_mol": 70.03,
  "e_lumo_ev": -1.91,
  "homo_lumo_gap_ev": 7.30,
  "total_charge": 0,
  "multiplicity": 1,
  "largest_force_ha_per_bohr": 0.1549,
  "e_homo_ha": -0.338,
  "species": ["C", "C", "C", "P", "H", "H", "H"],
  "positions_angstrom": [[2.883, 0.719, -0.725], [1.742, 0.298, 0.086], [-1.024, -0.156, 0.069], [0.579, -0.892, 0.426], [-1.711, -0.950, -0.230], [-1.081, 0.813, -0.617], [-1.388, 0.168, 0.991]]
}



{
  "formula": "C21H22F3N2O4PS2",
  "method": "ωB97M-V with the def2-TZVPD basis set",
  "smiles": "Cc1cc2c(c(CC(C)C)c1COC(F)(F)F)C(=O)C(CCSc1nnco1)=C([PH2]=S)C2=O",
  "mol_weight_g_mol": 518.52,
  "e_lumo_ev": -2.22,
  "homo_lumo_gap_ev": 6.35,
  "total_charge": 0,
  "multiplicity": 1,
  "largest_force_ha_per_bohr": 0.1565,
  "e_homo_ha": -0.315,
  "species": ["C", "C", "C", "C", "C", "C", "C", "C", "C", "C", "C", "C", "O", "C", "F", "F", "F", "C", "O", "C", "C", "C", "S", "C", "N", "N", "C", "O", "C", "P", "S", "C", "O", "H", "H", "H", "H", "H", "H", "H", "H", "H", "H", "H", "H", "H", "H", "H", "H", "H", "H", "H", "H", "H", "H"],
  "positions_angstrom": [[4.745, 2.018, -1.071], [3.339, 1.271, -0.682], [3.426, -0.325, -0.243], [2.058, -1.159, 0.177], [0.536, -0.471, 0.220], [0.462, 1.117, -0.221], [-0.962, 1.931, -0.222], [-1.329, 2.205, 1.385], [-2.864, 1.781, 1.776], [-1.088, 3.758, 1.853], [1.840, 1.946, -0.681], [1.769, 3.540, -1.177], [1.210, 3.476, -2.564], [1.503, 4.714, -3.305], [1.036, 5.934, -2.607], [0.723, 4.650, -4.593], [2.948, 4.781, -3.726], [-0.732, -1.411, 0.665], [-1.998, -1.052, 0.407], [-0.484, -2.885, 1.415], [-1.732, -3.576, 2.220], [-3.027, -3.970, 1.297], [-2.621, -4.649, -0.401], [-2.866, -3.379, -1.757], [-1.983, -3.583, -2.977], [-2.254, -2.530, -3.873], [-3.328, -1.682, -3.209], [-3.742, -2.203, -1.877], [0.880, -3.536, 1.379], [1.338, -5.191, 2.212], [2.861, -4.830, 3.432], [2.120, -2.761, 0.568], [3.180, -3.494, 0.206], [5.380, 2.278, -0.098], [5.381, 1.254, -1.695], [4.634, 2.994, -1.707], [4.488, -0.837, -0.266], [-0.933, 2.974, -0.756], [-1.809, 1.300, -0.738], [-0.598, 1.537, 2.021], [-2.841, 0.711, 2.288], [-3.561, 1.668, 0.832], [-3.292, 2.530, 2.574], [-2.090, 4.355, 1.757], [-0.759, 3.839, 2.997], [-0.268, 4.298, 1.214], [1.013, 4.181, -0.556], [2.812, 4.069, -1.130], [-2.118, -2.759, 2.999], [-1.459, -4.518, 2.857], [-3.789, -4.714, 1.813], [-3.640, -2.959, 1.138], [-3.708, -0.759, -3.823], [1.882, -6.107, 1.211], [0.313, -5.772, 3.040]]
}



{
  "formula": "C41H27Co2F6O7PS",
  "method": "ωB97M-V with the def2-TZVPD basis set",
  "relative_energy_kcal_mol": 1.1,
  "mol_weight_g_mol": 926.56,
  "e_lumo_ev": 3.69,
  "homo_lumo_gap_ev": 5.04,
  "total_charge": -2,
  "multiplicity": 1,
  "largest_force_ha_per_bohr": 0.0678,
  "e_homo_ha": -0.050,
  "species": ["F", "C", "F", "F", "S", "C", "C", "C", "C", "C", "C", "F", "F", "F", "C", "C", "O", "O", "H", "H", "H", "H", "H", "O", "C", "Co", "C", "O", "C", "O", "C", "C", "C", "C", "C", "C", "C", "C", "C", "Co", "C", "O", "C", "O", "P", "C", "C", "C", "C", "C", "C", "C", "C", "C", "C", "C", "C", "C", "C", "C", "C", "C", "C", "H", "H", "H", "H", "H", "H", "H", "H", "H", "H", "H", "H", "H", "H", "H", "H", "H", "H", "H", "H", "H", "H"],
  "positions_angstrom": [[2.244, 0.333, 5.632], [1.261, -0.559, 5.383], [1.575, -1.269, 4.278], [1.151, -1.407, 6.430], [-0.346, 0.401, 5.173], [-1.531, -0.797, 4.751], [-2.865, -0.670, 5.190], [-3.470, 0.566, 5.572], [-4.828, 0.653, 5.821], [-5.619, -0.496, 5.754], [-7.106, -0.390, 5.931], [-7.763, -1.462, 5.393], [-7.472, -0.321, 7.251], [-7.601, 0.730, 5.321], [-5.048, -1.746, 5.519], [-3.693, -1.832, 5.259], [-0.614, 0.907, 6.504], [-0.083, 1.306, 4.077], [-1.137, -1.752, 4.419], [-2.856, 1.456, 5.676], [-5.282, 1.608, 6.079], [-5.658, -2.646, 5.541], [-3.213, -2.799, 5.098], [-0.545, -2.045, 2.169], [-0.525, -2.551, 1.123], [-0.544, -3.374, -0.430], [0.060, -4.960, -0.009], [0.454, -6.006, 0.292], [-2.236, -3.735, -0.610], [-3.363, -3.983, -0.727], [-0.193, -2.012, -1.923], [-0.571, -0.730, -1.473], [-1.742, -0.041, -1.477], [-2.045, 1.106, -0.667], [-3.316, 1.715, -0.829], [-3.715, 2.748, 0.006], [-2.848, 3.223, 1.005], [-1.576, 2.658, 1.149], [-1.151, 1.652, 0.284], [1.151, -1.157, -1.088], [1.655, -0.257, 0.355], [2.107, 0.253, 1.296], [2.335, -2.448, -0.957], [3.178, -3.242, -0.876], [2.244, -0.001, -2.602], [3.102, 1.474, -1.938], [2.821, 2.774, -2.383], [3.454, 3.870, -1.789], [4.372, 3.681, -0.755], [4.669, 2.387, -0.317], [4.051, 1.286, -0.917], [3.592, -0.925, -3.442], [4.889, -0.413, -3.599], [5.866, -1.170, -4.255], [5.555, -2.432, -4.771], [4.260, -2.940, -4.628], [3.287, -2.201, -3.950], [1.246, 0.657, -4.001], [1.450, 0.268, -5.337], [0.559, 0.686, -6.332], [-0.531, 1.498, -6.015], [-0.733, 1.902, -4.691], [0.171, 1.512, -3.698], [-0.301, -2.309, -2.975], [-2.537, -0.396, -2.151], [-3.969, 1.327, -1.614], [-4.702, 3.190, -0.125], [-3.164, 4.042, 1.653], [-0.907, 3.008, 1.936], [-0.139, 1.256, 0.363], [2.118, 2.933, -3.198], [3.221, 4.874, -2.145], [4.863, 4.539, -0.293], [5.383, 2.226, 0.492], [4.332, 0.273, -0.612], [5.140, 0.574, -3.209], [6.872, -0.763, -4.364], [6.318, -3.015, -5.287], [4.000, -3.917, -5.040], [2.279, -2.608, -3.830], [2.308, -0.353, -5.596], [0.722, 0.365, -7.362], [-1.224, 1.819, -6.794], [-1.589, 2.521, -4.421], [0.036, 1.868, -2.671]]
}



{
  "formula": "C5H6N",
  "method": "ωB97M-V with the def2-TZVPD basis set",
  "relative_energy_kcal_mol": 63.4,
  "mol_weight_g_mol": 80.11,
  "e_lumo_ev": [-4.28, -8.37],
  "homo_lumo_gap_ev": [7.32, 6.63],
  "total_charge": 1,
  "multiplicity": 3,
  "largest_force_ha_per_bohr": 0.0951,
  "e_homo_ha": [-0.426, -0.551],
  "species": ["C", "C", "C", "C", "C", "N", "H", "H", "H", "H", "H", "H"],
  "positions_angstrom": [[3.369, -0.590, -0.150], [-1.256, 0.280, -0.674], [-0.004, 0.384, -0.306], [1.242, 0.682, 0.176], [-2.314, -0.353, 0.226], [2.286, -0.158, 0.000], [4.245, -1.194, 0.089], [-1.563, 0.851, -1.547], [1.363, 1.542, 0.833], [-2.949, 0.440, 0.349], [-1.695, -0.569, 1.125], [-2.722, -1.315, -0.121]]
}



{
  "formula": "C5H14",
  "method": "ωB97M-V with the def2-TZVPD basis set",
  "relative_energy_kcal_mol": 19.9,
  "mol_weight_g_mol": 74.17,
  "e_lumo_ev": [-2.72, -10.86],
  "homo_lumo_gap_ev": [13.41, 3.83],
  "total_charge": 1,
  "multiplicity": 2,
  "largest_force_ha_per_bohr": 0.0253,
  "e_homo_ha": [-0.593, -0.540],
  "species": ["C", "C", "C", "H", "H", "H", "H", "H", "H", "H", "H", "C", "C", "H", "H", "H", "H", "H", "H"],
  "positions_angstrom": [[-0.844, 0.418, -1.203], [-0.662, 1.258, 0.023], [-1.004, 1.167, -2.521], [0.006, -0.272, -1.375], [-1.648, -0.320, -1.107], [0.381, 1.585, 0.202], [-0.243, 1.913, -2.790], [-0.910, 0.380, -3.269], [-1.918, 1.756, -2.611], [-1.071, 2.299, -0.028], [-1.137, 0.845, 0.909], [1.230, -0.647, 1.724], [1.045, -2.119, 1.609], [0.349, -0.195, 2.189], [2.106, -0.278, 2.286], [1.400, -0.146, 0.755], [-0.013, -2.337, 1.862], [1.367, -2.668, 2.532], [1.565, -2.639, 0.813]]
}



multiplicity of number 6 (C5H14)? 2



multiplicity of number 1 (C43H58N4O8P3S2SeW)? 2